# 1
DFT (ωB97M-V/def2-TZVPD) results for a molecular structure, C24H41F3O3P2SYb.

Values from the calculation:
HOMO energy (spin up / spin down)	-9.1 / -9.0	eV
energy above the lowest of the compared OMol25 structures with the same formula, charge and spin	0.0	kcal per mole
Kohn-Sham gap (spin up / spin down)	0.1866 / 0.1835	Eh
LUMO (spin up / spin down)	-4.04 / -4.04	eV
charge	+1
<S²>	0.766
spin multiplicity	2
max |F|	0.1018	Eh/bohr

CARTESIAN COORDINATES (ANGSTROEM)
Yb 2.02062 -0.04296 -3.11304
C -1.12015 1.44695 1.09691
C -1.83048 0.23914 0.82648
C 0.01286 -0.29027 2.10042
C 0.01937 1.10964 1.88861
C -1.12645 -0.83723 1.44084
C -1.53689 2.80430 0.66317
H -1.77132 2.84919 -0.41152
H -0.75938 3.55003 0.84941
H -2.44759 3.11009 1.19818
C 0.99418 2.05322 2.47891
H 0.73589 3.09338 2.24216
H 2.02323 1.88016 2.12621
H 1.00542 1.93786 3.57567
C 0.99338 -1.02433 2.92464
H 1.04940 -0.59175 3.93603
H 2.01195 -0.97811 2.50545
H 0.71091 -2.07875 3.02254
C -1.53863 -2.26175 1.42647
H -2.35163 -2.43000 2.14930
H -0.71187 -2.92734 1.70019
H -1.90864 -2.57976 0.43754
C -3.09464 0.10355 0.05357
H -3.96610 0.03054 0.72027
H -3.09458 -0.79525 -0.57468
H -3.25467 0.97667 -0.59536
C 1.32800 0.62469 -5.16473
C 0.16421 1.31243 -5.47264
C -0.76677 1.08739 -6.65228
C -1.32965 -0.32790 -6.84083
C -1.16865 -1.25522 -5.67657
C -0.05034 -1.97404 -5.42490
C 1.30708 -1.83262 -5.99391
C 1.78604 -0.40159 -6.21869
H -0.25519 1.35815 -7.58906
H -0.87491 -0.77762 -7.73747
H -1.60241 1.81358 -6.61956
H 1.51866 -0.10312 -7.25086
H 2.18447 1.24932 -4.79657
H -0.05645 2.29461 -5.03532
H 2.88933 -0.35413 -6.19663
H 2.08451 -2.34491 -5.40218
H -0.20752 -2.93556 -4.93727
H 1.30881 -2.35705 -6.95991
H -2.40626 -0.27186 -7.06454
H -2.13816 -1.63606 -5.30489
P -1.49694 1.18290 -2.29425
C -0.05413 2.36004 -2.48915
C -2.45629 1.62123 -3.80406
P -0.72694 -2.02029 -1.83099
C -0.79068 -0.49988 -2.91101
C -1.99494 -2.92064 -2.83309
C 0.74040 -2.95226 -2.52087
H 0.38331 2.51094 -1.48067
H -0.45290 3.33205 -2.84654
H 0.75577 2.10103 -3.23175
H -2.28777 0.97460 -4.67515
H -2.25628 2.65722 -4.08728
H -3.49319 1.50630 -3.46288
H 1.02336 -2.86281 -3.57965
H 0.49598 -4.00819 -2.37631
H 1.60964 -2.71454 -1.91012
H 0.00953 -0.42322 -3.67571
H -1.63668 -0.71719 -3.57498
H -2.25972 -3.71486 -2.12811
H -1.63007 -3.34381 -3.76616
H -2.88374 -2.32354 -3.05298
F 5.74967 1.05901 0.46153
C 4.82745 0.08359 0.62238
F 5.45499 -1.09536 0.84136
F 4.11913 0.39502 1.74502
S 3.87226 -0.03314 -0.99160
O 3.28950 1.28516 -1.30156
O 4.92835 -0.48612 -1.85850
O 2.71625 -0.97601 -0.87211

---

# 2
DFT (ωB97M-V/def2-TZVPD) results for a molecular structure, C24H41GeN2O2S3Si3Tc.

Values from the calculation:
HOMO energy (spin up / spin down)	-4.1 / -3.9	eV
energy above the lowest of the compared OMol25 structures with the same formula, charge and spin	31.4	kcal per mole
Kohn-Sham gap (spin up / spin down)	0.2489 / 0.2380	Eh
LUMO (spin up / spin down)	2.63 / 2.55	eV
charge	-1
<S²>	0.777
spin multiplicity	2
max |F|	0.0181	Eh/bohr

CARTESIAN COORDINATES (ANGSTROEM)
Tc 0.44885 0.63506 1.12519
S 3.74235 1.34257 2.59161
C 2.40000 2.25982 3.04351
N 1.16103 2.22193 2.56086
C 0.31191 3.10878 3.22011
C -1.04566 3.30526 2.96106
C -1.76015 4.22026 3.71398
C -1.14911 4.95592 4.72874
C 0.19694 4.77686 4.99749
C 0.91360 3.85733 4.24421
S 2.58416 3.41743 4.35817
H -1.52296 2.74846 2.17075
H -2.81377 4.36508 3.50868
H -1.72545 5.66819 5.30574
H 0.68421 5.34066 5.78345
O 2.16356 0.99651 -0.12424
N 2.18626 2.00385 -0.97685
C 3.32425 2.21072 -1.66987
C 3.40004 3.20242 -2.61195
C 2.27519 4.00024 -2.83642
C 1.13232 3.78141 -2.10813
C 1.07352 2.76039 -1.14750
S -0.30193 2.43753 -0.17702
H 4.12089 1.53382 -1.40232
H 4.32099 3.34343 -3.15789
H 2.30235 4.78848 -3.57724
H 0.24288 4.37840 -2.25328
C 1.14127 -0.90180 3.28096
O -0.26598 -0.72643 3.47439
C -0.80222 -0.05225 2.43881
C -2.29574 -0.11798 2.52797
H 1.71160 -0.16484 3.83763
H 1.43547 -0.85527 2.20754
H 1.39336 -1.91145 3.60182
H -2.63141 -0.42242 3.52254
H -2.64225 -0.85598 1.80172
H -2.74434 0.83953 2.26539
C 0.92150 0.18083 -3.69109
Si 1.10528 -1.29825 -2.52200
C 2.92727 -1.41803 -2.00313
C 0.86384 -2.82083 -3.62638
Ge -0.34364 -1.13543 -0.62030
Si -2.48423 -0.89784 -1.67525
C -2.63752 0.74695 -2.58568
C -2.84733 -2.22508 -2.97526
C -3.97746 -0.96079 -0.51408
Si -0.23967 -3.37091 0.21442
C -0.73717 -4.80968 -0.91124
C 1.56185 -3.70201 0.69397
C -1.27202 -3.62211 1.77960
H 1.82489 0.29328 -4.29871
H 0.74485 1.11889 -3.16302
H 0.07629 0.02650 -4.36723
H 3.56091 -0.84565 -2.68811
H 3.25857 -2.45959 -2.03473
H 3.08582 -1.03995 -0.99369
H 1.45731 -2.69550 -4.53848
H -0.17409 -2.98883 -3.91610
H 1.21585 -3.72326 -3.12204
H -1.92421 0.81678 -3.40929
H -2.43645 1.58678 -1.91887
H -3.64795 0.85583 -2.99382
H -2.18256 -2.13011 -3.83607
H -3.87657 -2.11409 -3.33174
H -2.73293 -3.23543 -2.58032
H -3.99364 -0.11461 0.17468
H -4.00621 -1.87799 0.08042
H -4.88929 -0.92224 -1.11842
H -0.04675 -4.93922 -1.74587
H -1.73553 -4.67308 -1.33046
H -0.74510 -5.73639 -0.32838
H 2.16980 -3.88521 -0.19599
H 1.64994 -4.57121 1.35322
H 2.00109 -2.84199 1.20362
H -2.34252 -3.55266 1.56584
H -1.04323 -2.88954 2.55610
H -1.07507 -4.62024 2.18426

---

# 3
DFT (ωB97M-V/def2-TZVPD) results for 5 unconnected molecules or ions with the total composition C24H41N3O16P.

Values from the calculation:
HOMO energy	-11.2	eV
Kohn-Sham gap	0.3026	Eh
LUMO	-2.95	eV
charge	+1
max |F|	0.0971	Eh/bohr

CARTESIAN COORDINATES (ANGSTROEM)
N -3.61066 -2.84387 -0.02981
P -2.02491 -3.02464 0.23694
C -1.08321 -1.95223 -1.04074
C 0.51771 -1.93828 -0.70842
N 1.31556 -1.14127 -1.71855
C 1.92594 0.09432 -1.11646
C 3.06823 -0.21429 -0.01068
C 3.40710 1.17909 0.76582
C 2.92943 1.12046 2.29177
O 3.62906 0.15697 3.11800
C 5.03253 0.18790 2.91690
O 5.64135 -0.90141 2.79984
C 0.44852 -0.73132 -2.88436
C 1.30462 -0.25886 -4.18065
C 0.51280 0.90839 -4.98926
C 0.50459 2.31242 -4.22445
O -0.55240 2.99336 -4.30636
O 1.60461 2.79204 -3.44617
C -0.40838 -2.02095 -3.39788
N -1.40007 -2.49831 -2.38726
H -4.03462 -3.76403 -0.25583
H -1.77480 -2.53495 1.58126
H -1.65917 -4.40959 0.12332
H -1.52398 -0.88926 -0.93867
H 0.58979 -1.51520 0.36028
H 0.96943 -2.99320 -0.69427
H 2.08143 -1.72288 -2.10488
H 2.40926 0.80090 -1.87503
H 1.07778 0.64759 -0.56905
H 2.76651 -1.02585 0.73054
H 4.01419 -0.56688 -0.54789
H 2.73648 1.97062 0.25155
H 4.47793 1.53027 0.60464
H 1.82568 0.77728 2.26929
H 2.89734 2.18459 2.74341
H 5.66374 1.13597 2.80334
H -0.23527 0.16123 -2.63135
H 2.36448 0.07802 -3.92691
H 1.41574 -1.17281 -4.87923
H -0.58084 0.57995 -5.09162
H 0.91785 1.03272 -6.05796
H 1.32579 2.68127 -2.50956
H 0.28752 -2.91646 -3.62993
H -0.88541 -1.67500 -4.38598
H -1.37752 -3.53420 -2.34925
C -6.60517 -5.90602 -1.50708
C -6.90880 -7.24738 -2.10230
O -5.82715 -7.45028 -3.00222
C -4.79218 -6.68614 -2.56395
O -3.67548 -6.74776 -2.99428
O -5.18572 -5.84149 -1.57182
H -6.95157 -5.81849 -0.47639
H -7.02331 -5.08278 -2.09322
H -6.90332 -8.04766 -1.35667
H -7.86269 -7.26266 -2.63109
C -0.95412 4.36079 -8.25512
C 0.11608 3.41635 -7.79869
O -0.04181 2.30507 -8.66897
C -0.65566 2.76388 -9.79677
O -0.78889 2.12583 -10.79858
O -1.09491 4.04195 -9.63316
H -0.67156 5.40629 -8.12481
H -1.90953 4.18588 -7.75206
H 1.12125 3.82857 -7.93012
H -0.01104 3.11593 -6.75823
C 3.22697 3.68229 7.21042
C 2.85624 2.29820 6.77708
O 1.69999 2.51110 5.97586
C 1.75863 3.79770 5.52463
O 1.03053 4.25505 4.68977
O 2.75025 4.49171 6.14335
H 4.30345 3.80418 7.33918
H 2.72263 3.98135 8.13305
H 3.63097 1.82944 6.16240
H 2.62978 1.64425 7.62064
C -1.54469 1.86876 8.66922
C -1.02742 1.08876 9.83993
O 0.23453 1.69161 10.09315
C 0.18443 2.95353 9.58641
O 1.01994 3.79141 9.77518
O -0.93599 3.14158 8.83902
H -2.63213 1.95469 8.67251
H -1.22435 1.44881 7.71113
H -1.65661 1.19899 10.72775
H -0.91333 0.02709 9.61641

---

# 4
DFT (ωB97M-V/def2-TZVPD) results for a molecular structure, C24H41NP2Ti.

Values from the calculation:
HOMO energy (spin up / spin down)	-9.7 / -9.7	eV
energy above the lowest of the compared OMol25 structures with the same formula, charge and spin	48.0	kcal per mole
Kohn-Sham gap (spin up / spin down)	0.2010 / 0.2097	Eh
LUMO (spin up / spin down)	-4.26 / -4.02	eV
charge	+1
<S²>	0.769
spin multiplicity	2
max |F|	0.0982	Eh/bohr

CARTESIAN COORDINATES (ANGSTROEM)
Ti 1.60378 -0.79013 2.36023
C -1.37501 -0.77959 3.40312
C -1.06178 -1.90624 2.63013
C 0.75393 -1.42111 4.02789
C -0.18726 -0.31278 4.04658
C 0.26470 -2.32887 2.99933
C -2.74797 -0.24586 3.61001
H -3.42786 -0.32198 2.74221
H -2.74439 0.79999 3.93725
H -3.22509 -0.80978 4.43134
C -0.16599 0.86014 4.95811
H -1.07224 1.47140 4.84093
H 0.70817 1.50169 4.79800
H -0.15593 0.46380 5.98299
C 2.19297 -1.29225 4.45218
H 2.31251 -1.59122 5.49263
H 2.55064 -0.25276 4.42071
H 2.90844 -1.88921 3.85487
C 1.02847 -3.42106 2.32366
H 1.12043 -4.38959 2.86122
H 2.07908 -3.11441 2.13963
H 0.63812 -3.66686 1.32116
C -2.02773 -2.71809 1.84361
H -2.25956 -3.66928 2.34439
H -1.68894 -2.95353 0.82952
H -2.98920 -2.21948 1.71963
C -1.03780 2.23830 0.49069
C -2.23313 1.65582 0.31319
C -2.51486 0.31259 -0.34300
C -1.44790 -0.40206 -1.19386
C -0.15858 -0.92626 -0.75351
C 1.02771 -0.22288 -0.61629
C 1.35470 1.21013 -0.39596
C 0.18699 2.27000 -0.37995
H -3.38147 0.37539 -1.07267
H -1.24528 0.23772 -2.09522
H -2.83178 -0.37570 0.49352
H -0.18864 2.41424 -1.41684
H -0.78315 2.62450 1.51466
H -3.03578 1.98241 1.00848
H 0.73913 3.16187 -0.05940
H 2.04022 1.39308 0.46125
H 1.92656 -0.88729 -0.59624
H 1.98992 1.56816 -1.26792
H -1.97621 -1.30647 -1.53809
H 0.00507 -2.02873 -0.93092
P -0.50058 1.67255 -3.16885
C -0.66669 3.42108 -3.64772
C -1.62327 0.92677 -4.40032
P 1.78867 -0.41209 -2.97366
C 1.10760 1.16750 -3.73617
C 1.11190 -1.43258 -4.34327
C 3.39289 -0.33439 -3.81325
H 0.16771 4.02854 -3.28846
H -1.59080 3.84087 -3.23618
H -0.71343 3.46566 -4.74151
H -1.40706 1.43567 -5.34610
H -2.66534 1.11284 -4.12131
H -1.47980 -0.14871 -4.50981
H 3.20152 -0.02894 -4.84299
H 3.84123 -1.32710 -3.81138
H 4.06950 0.37864 -3.34811
H 1.84060 2.02282 -3.70503
H 0.93222 0.92478 -4.82512
H 1.74858 -2.29820 -4.49462
H 1.18931 -0.82158 -5.24134
H 0.08221 -1.73927 -4.20930
N 2.53994 2.48197 3.03182
C 2.16511 1.36537 2.77942

---

# 5
DFT (ωB97M-V/def2-TZVPD) results for a molecular structure, C24H42AsN3O2S2Sn.

Values from the calculation:
HOMO energy	-6.9	eV
energy above the lowest of the compared OMol25 structures with the same formula, charge and spin	0.0	kcal per mole
Kohn-Sham gap	0.2712	Eh
LUMO	0.52	eV
charge	0
max |F|	0.0193	Eh/bohr

CARTESIAN COORDINATES (ANGSTROEM)
Sn -0.50725 0.58247 -0.04958
O 1.81905 1.11367 0.28092
N 2.35655 0.76867 1.42362
C 3.67455 0.53177 1.45602
C 4.31815 0.21007 2.62252
C 3.57575 0.13147 3.79962
C 2.22635 0.37007 3.74652
C 1.59445 0.68557 2.53942
S -0.07575 1.02647 2.47622
H 4.17835 0.62377 0.50572
H 5.37755 0.02187 2.61262
H 4.05825 -0.11373 4.73092
H 1.60275 0.31607 4.62322
C 0.91545 5.62237 -0.14498
C 0.40375 4.92247 -1.41268
C 1.54595 4.81987 -2.42428
C -0.77305 5.69107 -2.02108
N -0.01895 3.53927 -1.16098
N -1.02515 3.33797 -0.17738
H 1.40515 6.55667 -0.40248
H 1.64015 4.98567 0.36142
H 0.10885 5.85087 0.54972
H 1.87415 5.81027 -2.72908
H 1.21905 4.26757 -3.30118
H 2.38895 4.29487 -1.97948
H -0.44885 6.67217 -2.35468
H -1.57485 5.82237 -1.29758
H -1.16525 5.14047 -2.87328
H 0.79435 3.00207 -0.86138
H -1.92375 3.60677 -0.56828
H -0.86865 3.89387 0.66552
C -5.45245 -0.99063 -2.71358
As -3.61255 -0.68883 -2.13778
C -2.86105 -2.46043 -1.85468
C -2.72025 0.01747 -3.72938
S -3.60715 0.66037 -0.55928
H -5.48685 -1.58383 -3.62518
H -5.92675 -0.02203 -2.88358
H -5.99275 -1.50473 -1.91668
H -2.81595 -2.98583 -2.80898
H -3.50135 -3.00873 -1.16118
H -1.86195 -2.37173 -1.42158
H -2.92545 -0.62443 -4.58378
H -1.64215 0.08137 -3.56858
H -3.10585 1.01977 -3.92578
C 2.11325 -1.39543 -1.74118
C 2.21555 -2.63283 -0.85258
C 1.43155 -3.78163 -1.49388
C 1.77745 -2.48853 0.59432
C 2.69885 -2.79033 1.58482
C 2.32365 -2.89523 2.91032
C 0.97985 -2.83833 3.22732
C 0.01975 -2.53453 2.27562
C -1.43705 -2.72663 2.65812
C -2.04105 -3.81693 1.76832
C -2.32495 -1.48773 2.60922
C 0.43945 -2.21963 0.96152
O -0.40425 -1.67523 0.08242
H 2.65645 -1.56843 -2.66848
H 2.53365 -0.52353 -1.25348
H 1.07175 -1.17873 -1.98218
H 3.27325 -2.92243 -0.82618
H 0.37435 -3.53273 -1.53128
H 1.54935 -4.69603 -0.91898
H 1.78245 -3.96273 -2.50898
H 3.73415 -2.95393 1.31172
H 3.06095 -3.09153 3.67532
H 0.66655 -3.04073 4.24302
H -1.44755 -3.09483 3.69252
H -2.04155 -3.48073 0.73772
H -3.06625 -4.02343 2.06882
H -1.46465 -4.73833 1.83532
H -2.43085 -1.12803 1.58652
H -1.91335 -0.68853 3.21892
H -3.31445 -1.73493 2.98952

---

# 6
DFT (ωB97M-V/def2-TZVPD) results for a molecular structure, C24H42BCuN6OS.

Values from the calculation:
HOMO energy	-8.0	eV
energy above the lowest of the compared OMol25 structures with the same formula, charge and spin	16.6	kcal per mole
Kohn-Sham gap	0.3065	Eh
LUMO	0.39	eV
charge	0
max |F|	0.0381	Eh/bohr

CARTESIAN COORDINATES (ANGSTROEM)
Cu 0.19976 -0.19787 -0.51758
C -2.44318 -4.90845 0.01206
C -1.90138 -3.48577 0.13028
C -2.95994 -2.57492 0.76446
C -1.48537 -2.94938 -1.20990
C -1.68844 -3.51718 -2.47859
C -1.12953 -2.61862 -3.36247
N -0.61646 -1.60106 -2.65397
N -0.82821 -1.79767 -1.33449
B 0.06445 -0.34536 -3.23216
N 1.54962 -0.29229 -2.84137
C 2.57331 -0.41281 -3.70308
C 3.73815 -0.47776 -2.97302
C 3.33281 -0.39211 -1.63041
N 2.00709 -0.27374 -1.56689
C 4.23729 -0.47519 -0.43406
C 4.00975 -1.79967 0.30468
C 4.04618 0.72055 0.50153
N -0.72742 0.91185 -2.81643
C -1.28623 1.75149 -3.70139
C -2.03523 2.67178 -3.00568
C -1.88358 2.31502 -1.65748
N -1.08530 1.24531 -1.55233
C -2.56218 2.97847 -0.49087
C -3.20248 4.30927 -0.88137
C -3.62216 2.03922 0.10149
H -2.70465 -5.29670 0.99688
H -3.34161 -4.91687 -0.60796
H -1.70830 -5.57609 -0.43911
H -1.01388 -3.49623 0.77216
H -3.88427 -2.62469 0.18481
H -3.17455 -2.89059 1.78806
H -2.61782 -1.54283 0.77905
H -2.18633 -4.43905 -2.72149
H -1.05580 -2.64233 -4.43676
H 0.02003 -0.41608 -4.42791
H 2.40875 -0.44548 -4.76699
H 4.74272 -0.58112 -3.34627
H 5.26107 -0.45851 -0.81665
H 3.00208 -1.81625 0.71793
H 4.12153 -2.64092 -0.38107
H 4.73104 -1.91679 1.11650
H 3.05078 0.67326 0.93866
H 4.78856 0.70684 1.30232
H 4.14491 1.65731 -0.04933
H -1.11215 1.63994 -4.75789
H -2.62263 3.47639 -3.41086
H -1.81934 3.19929 0.27827
H -3.98931 4.16269 -1.62283
H -3.65269 4.76647 0.00072
H -2.46751 5.00490 -1.28844
H -4.43671 1.91211 -0.61391
H -3.20155 1.05455 0.31201
H -4.03596 2.45486 1.02286
C 2.16278 -0.21285 4.48841
C 0.68177 0.13979 4.63771
C -0.21851 -0.70624 3.74661
S -0.24420 -0.37316 1.92535
O 1.13539 -0.57598 1.38849
C -0.51021 1.44473 2.02266
C 0.76201 2.29589 2.17814
C 1.27372 2.93840 0.88917
H 2.78640 0.51025 5.01529
H 2.45847 -0.22516 3.43985
H 2.36788 -1.20141 4.90277
H 0.52694 1.19906 4.42996
H 0.37528 -0.01899 5.67500
H -1.27416 -0.59384 4.01110
H 0.04356 -1.76352 3.82947
H -1.21185 1.59680 2.84454
H -1.02088 1.65566 1.09026
H 1.56495 1.68070 2.58602
H 0.55909 3.08212 2.90895
H 1.46128 2.17866 0.13407
H 2.21176 3.46095 1.07928
H 0.56083 3.65693 0.48319